Record 1
100
Properties=species:S:1:pos:R:3:mulliken_charge:R:1 method="wB97M-V/def2-TZVPD" s2=0.753 homo_energy_ev="-10.2 / -10.4" relative_energy_kcal_mol=30.9 spin_multiplicity=2 orbital_gap_ha="0.273 / 0.281" total_energy_ev=-121292.917 total_charge=+1
Ge 2.11 1.55 2.20 -0.474
Si -4.06 0.66 0.92 -0.391
Al 1.39 0.00 -0.16 -1.717
O 0.71 0.65 2.99 0.283
O 2.80 0.03 0.98 0.952
O 1.99 -1.65 -1.24 -0.700
O 1.17 1.74 0.46 0.538
N 1.08 -3.70 -0.79 0.404
N -0.12 -2.01 2.69 0.241
N 0.14 0.06 -1.47 0.067
N 0.80 -1.83 0.62 1.671
C 1.31 2.95 -0.35 2.030
C -3.17 -2.71 -1.67 -1.201
C 0.20 -2.58 1.56 0.453
C -4.84 1.06 -0.73 -0.828
C -2.22 0.59 0.81 -0.966
C -4.07 -2.51 -2.71 -0.667
C -0.41 -0.26 -2.55 0.645
C -2.01 -1.96 -1.61 0.849
C 2.43 2.73 -1.36 -1.504
C 0.66 1.31 -4.20 0.017
C 1.68 4.13 0.55 -1.993
C 0.28 -0.96 -4.86 -0.127
C 5.15 0.58 1.31 -1.639
C 0.18 0.05 -3.90 0.122
C 0.86 -0.70 -6.09 -0.880
C -0.03 3.24 -1.01 -1.642
C 0.85 1.61 5.22 -1.816
C -3.80 -1.56 -3.67 -0.955
C -0.05 -3.96 1.28 -1.319
C 3.98 -1.17 2.70 -1.446
C 1.23 1.58 -5.44 -1.056
C 4.49 -1.58 0.28 -1.576
C -0.05 1.36 4.02 1.706
C 4.10 -0.53 1.32 1.495
C 1.50 -4.26 -2.08 -1.106
C 1.31 -2.39 -0.50 -0.514
C 0.37 -4.46 0.10 -0.528
C 1.33 0.58 -6.38 -0.525
C -1.23 0.49 4.43 -2.055
C -4.55 2.02 2.13 -1.043
C -1.71 -1.02 -2.59 -0.045
C -4.70 -0.98 1.56 -0.907
C -0.56 2.68 3.44 -1.470
C -2.62 -0.82 -3.62 -0.365
H 4.90 1.37 2.03 0.277
H 0.12 -1.02 2.85 -0.088
H -4.54 -1.77 0.82 0.190
H 1.69 2.26 4.96 0.311
H -1.31 -2.09 -0.78 0.429
H 2.24 -3.59 -2.51 0.339
H 2.68 4.01 0.98 0.436
H 4.93 -1.63 2.98 0.514
H -0.10 -1.95 -4.64 0.508
H 0.19 -5.48 -0.19 0.559
H -3.37 -3.46 -0.91 0.496
H -1.63 1.42 0.43 0.192
H 1.67 5.04 -0.03 0.479
H -5.64 2.13 2.15 0.370
H 2.46 3.53 -2.10 0.522
H 3.20 -1.93 2.70 0.143
H 0.29 2.08 6.03 0.440
H -2.42 -0.09 -4.39 0.515
H -4.13 2.99 1.83 0.333
H -4.60 0.31 -1.49 0.102
H 5.22 1.02 0.32 0.317
H 3.39 2.70 -0.85 0.181
H -4.51 2.03 -1.10 0.316
H -0.90 -0.42 4.93 0.393
H -0.76 3.56 -0.26 0.338
H 1.77 0.78 -7.35 0.414
H -1.15 2.48 2.54 0.230
H -0.60 -2.53 3.40 0.303
H -1.61 -0.25 1.12 1.112
H 0.96 4.23 1.37 0.357
H 0.08 4.04 -1.73 0.534
H 3.87 -2.47 0.37 0.195
H -5.78 -0.93 1.75 0.371
H 3.74 -0.41 3.46 0.321
H 1.58 2.58 -5.66 0.443
H 0.57 2.10 -3.46 0.514
H 5.53 -1.86 0.43 0.610
H -1.85 1.05 5.13 0.513
H -4.51 -1.38 -4.47 0.435
H -1.19 3.19 4.16 0.637
H 0.93 -1.48 -6.83 0.429
H -0.58 -4.57 1.99 0.559
H 0.65 -4.33 -2.75 0.331
H -4.21 1.81 3.14 0.280
H 1.94 -5.24 -1.92 0.409
H 1.26 0.66 5.59 0.396
H 6.12 0.18 1.59 0.551
H -4.98 -3.10 -2.75 0.421
H 0.27 3.33 3.19 0.283
H -0.42 2.35 -1.51 0.200
H 2.29 1.79 -1.89 0.193
H -1.85 0.24 3.56 0.311
H -4.22 -1.28 2.49 0.328
H -5.93 1.10 -0.63 0.366
H 4.37 -1.18 -0.73 0.327

=====

Record 2
107
Properties=species:S:1:pos:R:3:mulliken_charge:R:1 method="wB97M-V/def2-TZVPD" homo_energy_ev=-12.2 orbital_gap_ha=0.278 total_energy_ev=-64186.585 total_charge=+1
F -2.61 2.26 -0.93 -0.238
N -0.90 -1.43 -4.48 -0.457
N 3.53 -5.51 -6.51 -0.438
N 1.96 -0.13 -1.66 -0.508
N -1.79 4.62 1.72 0.634
N -5.18 -4.04 4.94 -0.518
N 7.51 -2.62 -5.68 -0.427
N -3.79 6.08 1.40 -0.206
N -0.46 -3.30 -0.85 -0.405
N 7.02 -6.11 -6.95 -0.435
N -4.18 -6.87 9.22 -0.411
N -3.63 0.58 5.46 -0.497
N -6.43 -0.49 1.60 -0.468
N -3.41 4.43 3.29 -0.379
N 1.62 3.26 3.12 -0.495
N -1.52 7.42 -2.37 -0.444
N 8.07 -8.85 -3.33 -0.426
N 0.52 10.14 2.26 -0.376
C 8.34 -7.74 -3.34 0.391
C -0.74 -3.45 0.26 0.494
C 0.82 -0.10 -1.62 0.351
C -1.10 -3.65 1.66 -0.895
C -2.66 3.69 -1.02 -0.104
C -4.30 -0.13 4.86 0.538
C -0.08 -2.22 -4.63 0.416
C 6.72 -7.14 -6.56 0.459
C 8.68 -6.31 -3.35 -0.666
C -5.63 1.75 0.51 -0.369
C -0.80 8.13 -1.83 0.473
C -5.33 -6.83 9.27 0.415
C 0.96 -3.23 -4.81 -0.783
C -6.08 0.50 1.12 0.297
C -1.06 5.15 0.55 -0.633
C 0.22 9.09 2.63 0.226
C 4.13 -4.55 -6.73 0.327
C 2.70 2.62 0.83 -0.675
C 0.12 9.04 -1.14 -0.847
C -5.16 -1.04 4.10 -0.308
C 6.34 -8.47 -6.07 -0.881
C -0.64 -0.04 -1.57 0.120
C 4.88 -3.33 -7.01 -0.473
C -6.79 -6.78 9.33 -0.822
C -4.50 -4.05 5.87 0.475
C -1.23 4.31 -0.79 -0.417
C -3.05 5.16 2.06 -0.245
C -1.60 3.21 2.09 0.319
C -2.56 3.19 3.39 -0.374
C -0.17 7.76 3.11 -0.266
C 7.88 -1.64 -6.15 0.443
C 2.09 2.98 2.11 0.522
C -3.64 -4.06 7.05 -0.593
C 8.34 -0.39 -6.76 -0.847
H -2.94 3.90 -2.10 0.381
H -2.05 3.20 4.40 0.350
H -5.96 1.83 -0.52 0.389
H 4.79 -3.03 -8.05 0.303
H -4.05 -4.69 7.84 0.064
H 8.03 -0.31 -7.80 0.271
H 0.82 -3.79 -5.73 0.354
H -0.68 -2.86 2.29 0.259
H -3.49 4.13 -0.40 -0.179
H 7.95 0.48 -6.23 0.277
H 0.96 8.50 -0.70 0.267
H -7.22 -6.56 8.35 0.269
H 2.25 1.72 0.41 0.100
H -1.07 -0.99 -1.23 0.194
H -0.43 3.52 -0.93 0.234
H -1.15 7.48 2.73 -0.146
H 1.96 -2.78 -4.86 0.160
H -4.92 -2.09 4.32 -0.057
H 4.53 -2.49 -6.40 0.289
H 0.53 9.79 -1.81 0.368
H -7.14 -6.00 10.02 0.270
H -2.18 -3.64 1.80 0.257
H -4.54 1.83 0.51 -0.157
H -3.14 5.13 4.00 0.404
H 8.08 -5.75 -2.63 0.254
H -3.62 7.08 1.50 0.229
H -7.21 -7.72 9.66 0.311
H -0.99 0.74 -0.89 -0.413
H 9.43 -0.32 -6.74 0.285
H 0.05 5.11 0.82 0.064
H -2.11 2.40 1.46 -0.030
H -1.07 0.17 -2.56 0.265
H -0.38 9.57 -0.33 0.217
H -0.72 -4.60 2.04 0.306
H -5.06 -0.90 3.03 0.054
H 9.73 -6.15 -3.10 0.282
H 5.95 -3.46 -6.80 0.017
H 5.36 -8.77 -6.45 0.297
H -3.51 -3.05 7.46 0.269
H 0.54 7.00 2.79 0.194
H -6.02 2.62 1.05 0.314
H -0.22 7.73 4.20 0.408
H 0.97 -3.95 -3.99 0.293
H -2.64 -4.44 6.82 0.278
H 6.28 -8.49 -4.98 0.223
H -3.31 2.35 3.44 -0.017
H -4.57 5.71 0.85 0.249
H -6.22 -0.89 4.35 0.288
H -1.06 5.05 -1.65 0.434
H -1.33 6.23 0.39 0.371
H -0.56 2.83 2.35 -0.048
H 8.51 -5.87 -4.33 0.176
H 2.59 3.42 0.09 0.268
H 7.06 -9.23 -6.37 0.319
H 3.77 2.43 0.94 0.346

=====

Record 3
106
Properties=species:S:1:pos:R:3:mulliken_charge:R:1 method="wB97M-V/def2-TZVPD" homo_energy_ev=-8.8 smiles="Nc1c(CCc2ccccc2)cc(I)c2c1C(=O)NC2=O.CN(C)C=O.CN(C)C=O.CN(C)C=O.CN(C)C=O.CN(C)C=O.CN(C)C=O" orbital_gap_ha=0.298 total_energy_ev=-72551.356 total_charge=0
I 3.53 -0.54 -0.26 0.175
O -7.41 0.45 0.86 -0.638
O 5.80 0.77 -9.19 -0.621
O 6.47 0.70 -4.08 -0.634
O -4.65 2.91 7.22 -0.602
O 0.62 0.48 1.03 -0.477
O -3.34 -3.46 -1.03 -0.624
O 0.27 -0.37 5.30 -0.657
O -9.38 -0.99 -2.67 -0.715
N -10.17 0.25 -4.40 0.132
N 7.76 1.81 -8.69 0.063
N -8.20 -1.66 0.55 0.156
N 0.66 0.94 3.35 -0.252
N -3.42 1.55 5.87 0.200
N 4.49 0.02 -4.97 0.155
N -3.04 -1.31 -0.36 0.161
N 3.19 -1.50 5.99 -0.460
C 5.56 -2.40 4.53 -1.356
C 8.79 2.09 -7.70 -0.856
C -1.60 -1.38 -0.54 -0.992
C -8.86 -2.66 -0.29 -0.632
C 6.79 2.32 4.61 -0.754
C 6.52 -0.04 4.90 0.796
C -11.20 1.12 -4.93 -0.906
C 4.37 -1.72 3.85 0.481
C 3.45 -0.88 1.82 -0.651
C 7.88 2.39 -10.02 -0.959
C 6.70 1.04 -8.41 0.807
C 0.96 -0.07 4.36 0.210
C 6.13 2.53 5.78 -0.314
C -3.63 -0.07 0.12 -0.411
C 3.72 0.85 -4.07 -0.788
C -7.78 -2.05 1.89 -0.954
C 3.80 -0.81 -5.95 -0.975
C 5.83 0.03 -4.88 -0.156
C -9.03 -0.09 -5.24 -0.937
C 2.38 -0.43 2.52 0.311
C -10.22 -0.25 -3.16 0.110
C -4.21 0.38 6.23 -1.001
C 4.46 -1.53 2.49 -0.040
C 6.97 1.03 4.17 -0.400
C 5.65 1.49 6.53 -0.892
C 3.28 -1.30 4.59 0.104
C -7.96 -0.39 0.16 0.142
C 5.87 0.21 6.08 0.173
C -3.78 -2.40 -0.63 0.161
C 6.78 -1.45 4.38 -1.106
C -2.33 1.40 4.93 -1.027
C 1.13 0.33 2.10 -0.109
C -3.74 2.73 6.42 0.135
C 2.29 -0.65 3.89 0.450
H -1.37 -1.62 -1.59 0.312
H 4.00 1.89 -4.21 0.305
H -11.12 0.06 -2.60 0.272
H 3.20 -0.17 -6.61 0.346
H 7.01 3.02 -10.22 0.294
H -1.19 -2.17 0.09 0.282
H -11.98 1.28 -4.19 0.290
H 5.16 1.70 7.47 0.428
H -4.71 -0.17 0.21 0.064
H -2.72 1.03 3.98 0.294
H 8.56 1.58 -6.76 0.269
H 6.32 -0.63 -5.60 0.520
H -8.11 0.24 -4.76 0.283
H -9.15 -2.28 -1.28 0.148
H 7.18 3.15 4.04 0.394
H 5.31 -1.89 1.93 0.469
H 2.39 -0.99 6.36 0.211
H 3.13 -1.51 -5.43 0.360
H 4.51 -1.37 -6.55 0.350
H -4.14 0.21 7.31 0.313
H 9.75 1.73 -8.07 0.331
H -4.86 -2.24 -0.46 0.225
H -10.77 2.09 -5.20 0.344
H -3.83 -0.49 5.70 0.359
H -8.27 -1.41 2.63 0.311
H 3.93 0.57 -3.04 0.001
H -9.76 -3.00 0.22 0.349
H -3.09 3.56 6.09 0.270
H -6.70 -1.91 1.99 0.233
H 1.38 1.62 3.57 0.362
H 8.85 3.16 -7.53 0.334
H -8.30 -0.18 -0.85 0.261
H -5.25 0.54 5.97 0.329
H -3.40 0.73 -0.59 0.311
H 2.65 0.73 -4.27 0.410
H 6.70 0.65 -7.38 -0.284
H -1.60 0.70 5.32 0.440
H 8.78 2.99 -10.08 0.378
H 7.49 0.86 3.23 0.319
H 7.91 1.60 -10.76 0.291
H -1.14 -0.43 -0.28 0.394
H 2.98 -2.49 6.14 0.260
H -1.84 2.36 4.76 0.309
H -8.17 -3.50 -0.42 0.348
H -9.13 0.40 -6.21 0.386
H 5.32 -2.52 5.59 0.468
H 7.05 -1.36 3.33 0.382
H 5.99 3.55 6.12 0.370
H -8.03 -3.09 2.07 0.397
H -3.21 0.18 1.09 0.124
H -11.64 0.67 -5.82 0.341
H 5.50 -0.61 6.67 0.209
H 7.64 -1.83 4.95 0.462
H -8.98 -1.17 -5.38 0.292
H 5.78 -3.34 4.03 0.455

=====

Record 4
97
Properties=species:S:1:pos:R:3:mulliken_charge:R:1 method="wB97M-V/def2-TZVPD" homo_energy_ev=-8.4 relative_energy_kcal_mol=0.0 orbital_gap_ha=0.216 total_energy_ev=-66704.201 total_charge=+1
P 0.90 0.58 -2.43 1.582
P 0.08 -1.59 2.28 0.745
Mg 0.64 -0.11 0.16 2.180
O 3.82 -1.38 0.32 -0.284
N -0.09 -1.98 -0.69 0.959
N -1.24 0.61 0.16 0.360
N 1.60 1.76 0.85 0.233
C 0.26 -2.19 -2.01 0.404
C 0.55 -3.90 3.87 -1.599
C 2.76 4.06 1.93 -0.540
C -4.48 1.30 -1.39 -1.661
C 3.17 2.80 2.35 -0.857
C -1.23 -4.09 -0.65 -0.811
C -2.31 0.92 -0.19 -0.773
C 3.71 0.73 -2.22 -1.724
C 1.20 2.99 0.44 -0.195
C 2.89 0.59 -4.55 -1.726
C -0.74 -4.40 -1.92 -0.852
C -0.82 -2.90 -0.04 -0.726
C -1.75 0.20 -3.32 -1.457
C 0.03 -3.47 -2.59 -1.105
C 2.57 1.67 1.79 -0.334
C 2.72 -1.04 0.34 -0.738
C 1.70 -3.79 1.67 -1.578
C -0.34 0.83 3.61 -1.636
C -0.26 1.30 -4.97 -1.868
C 1.76 4.16 0.96 -0.710
C -0.84 -0.63 3.65 2.367
C -3.70 1.57 -0.11 1.911
C -1.21 -2.60 1.40 -0.998
C -4.47 1.01 1.08 -1.845
C -0.61 -1.21 5.04 -2.016
C -3.54 3.07 0.12 -1.551
C 0.80 -1.13 -2.79 -1.815
C 2.56 2.72 -3.22 -1.625
C -0.59 1.21 -3.47 2.138
C -1.00 2.57 -2.89 -0.949
C 2.47 -2.27 3.51 -1.414
C 1.24 -2.95 2.88 1.866
C 2.58 1.18 -3.17 1.843
C -2.35 -0.62 3.35 -1.624
H 3.11 -3.06 3.93 0.571
H -0.44 -4.23 3.53 0.173
H 1.84 3.11 -3.94 0.242
H 2.19 -1.58 4.33 0.173
H 0.45 -1.25 5.31 0.269
H -0.97 -5.36 -2.38 0.421
H 3.56 3.07 -3.52 0.523
H 0.50 2.06 -5.20 0.320
H -5.48 1.44 1.10 0.503
H 1.16 -1.44 -3.77 0.226
H 0.47 -3.46 4.87 0.405
H -4.53 3.55 0.14 0.439
H 2.53 -4.44 1.99 0.620
H 2.15 0.84 -5.31 0.263
H 0.90 -4.43 1.28 0.319
H -3.96 1.71 -2.27 0.214
H 3.85 1.02 -4.89 0.534
H -1.82 3.00 -3.49 0.562
H -0.16 3.29 -2.90 0.234
H 3.01 -0.50 -4.51 0.340
H -0.54 1.30 2.64 -0.002
H -1.44 -3.52 1.95 0.448
H -1.35 2.46 -1.86 -0.410
H 3.57 1.10 -1.20 0.110
H -2.64 0.58 -3.85 0.594
H 0.74 0.89 3.81 0.291
H 1.18 -4.80 3.97 0.514
H -5.46 1.78 -1.32 0.501
H 3.81 -0.36 -2.20 0.257
H -3.99 1.30 2.02 0.419
H 3.21 4.96 2.36 0.413
H -4.62 0.22 -1.53 0.398
H 0.45 -3.65 -3.58 0.492
H -2.15 -2.02 1.38 0.587
H -2.78 -1.63 3.38 0.323
H 3.94 2.65 3.10 0.488
H 2.08 -3.15 0.85 0.100
H -4.57 -0.08 1.03 0.347
H -1.07 -2.20 5.15 0.409
H 0.05 0.33 -5.37 0.368
H -1.48 -0.77 -3.76 0.300
H 4.66 1.14 -2.61 0.612
H -0.87 1.40 4.39 0.658
H -1.87 -4.77 -0.08 0.517
H 0.41 3.03 -0.31 0.132
H 3.05 -1.72 2.76 0.117
H -2.55 -0.16 2.37 -0.296
H 2.34 3.15 -2.23 0.200
H -2.01 0.05 -2.27 0.020
H 2.86 0.66 2.10 0.295
H -1.11 -0.55 5.77 0.545
H -2.94 3.55 -0.66 0.333
H -3.07 3.25 1.10 0.352
H -2.86 -0.03 4.12 0.640
H 1.40 5.11 0.59 0.496
H -1.18 1.59 -5.51 0.502